ORCA calculation (wB97M-V/def2-TZVPD) on one molecule with the formula Cl3HO3Si.

Positions of all 8 atoms, in Å:
H: 0.078 -1.441 0.947
Cl: 2.714 0.807 0.667
O: -1.545 0.440 0.253
Cl: -0.442 -1.124 -2.738
Si: 0.028 -0.197 0.041
O: 1.056 0.971 0.574
Cl: -2.203 0.826 1.799
O: 0.314 -0.281 -1.544

Properties
- Kohn-Sham gap (eV) = 10.33
- E_LUMO (eV) = -0.642
- HOMO level (hartree) = -0.40324
- E (eV) = -51601.4421
- structure (SMILES) = ClO[SiH](OCl)OCl
- total charge = 0